# 1
Formula: C42H98CuF3N6O16
Source: the OMol25 dataset
Level of theory: ωB97M-V/def2-TZVPD

Each line ends with the Löwdin charge.
Element x y z (Å)
Cu 2.37195 -0.64308 -1.43411  0.74
C -0.82986 -0.69793 0.89860  0.06
C 0.27516 -0.67604 -0.21337  -0.58
O 1.25055 -1.58991 -0.17752  -0.10
O 0.25968 0.19127 -1.08068  0.00
H -1.10022 -1.67052 1.21494  0.04
H -1.64681 -0.22599 0.30162  0.08
H -0.50117 -0.10974 1.74282  0.08
C -0.92777 -3.27344 -3.99688  -0.08
O -0.46290 -2.17542 -4.79873  -0.21
C -0.71980 -0.84190 -4.34307  -0.18
C 0.12794 0.06147 -5.24311  -0.17
N 0.63121 1.29384 -4.64452  -0.07
C 1.51143 2.02650 -5.54511  -0.19
C 1.03596 2.43401 -6.97820  -0.20
O 0.93545 1.27237 -7.75287  -0.22
C 0.06713 1.25009 -8.86600  -0.10
H -0.31503 -4.09233 -4.35920  0.08
H -1.97464 -3.52998 -4.06708  0.08
H -0.70900 -3.09326 -2.92573  0.09
H -0.41900 -0.74253 -3.25422  0.11
H -1.75210 -0.59522 -4.28124  0.11
H -0.35367 0.28957 -6.18792  0.11
H 1.04151 -0.49417 -5.54973  0.12
H -0.11257 1.92870 -4.31101  0.10
H 2.41275 1.37485 -5.62002  0.11
H 1.82752 2.97862 -5.05150  0.13
H 1.70883 3.14153 -7.39982  0.10
H 0.03892 2.97444 -6.96814  0.14
H -0.98316 1.33868 -8.64983  0.08
H 0.21927 0.26424 -9.40299  0.11
H 0.37918 1.96028 -9.64883  0.09
C -1.26360 -4.46695 3.54376  -0.08
O -1.75014 -3.72466 2.43133  -0.21
C -2.88453 -2.94840 2.76197  -0.19
C -4.19735 -3.87015 2.94116  -0.16
N -5.11764 -3.59818 4.02253  -0.05
C -4.80676 -3.90575 5.39176  -0.23
C -4.92191 -5.32981 5.82840  -0.26
O -4.18150 -6.10496 4.93170  -0.23
C -3.86179 -7.39134 5.50366  -0.08
H -0.44446 -5.08188 3.27649  0.06
H -2.03712 -5.19315 3.92046  0.09
H -0.97542 -3.73647 4.33293  0.11
H -3.03199 -2.35189 1.90470  0.06
H -2.75194 -2.34192 3.65663  0.12
H -3.78331 -4.86512 3.14482  0.09
H -4.75278 -3.94780 1.99615  0.11
H -5.66772 -2.77560 3.86747  0.10
H -5.49497 -3.30898 5.98407  0.12
H -3.83442 -3.54746 5.81358  0.12
H -5.98219 -5.63832 5.89959  0.13
H -4.50969 -5.39545 6.82526  0.11
H -3.42845 -7.99686 4.71206  0.08
H -4.79140 -7.88688 5.96284  0.11
H -3.11426 -7.18807 6.30473  0.09
C 1.74836 1.95225 6.67757  -0.07
O 1.38775 2.73495 5.53603  -0.19
C 0.95173 2.05466 4.39743  -0.25
C 0.44362 3.03655 3.37642  -0.19
N 1.55653 3.68901 2.64787  -0.05
C 2.07384 4.95100 3.22311  -0.19
C 3.01932 5.61581 2.30323  -0.24
O 2.22769 6.14241 1.23381  -0.22
C 2.99236 7.07326 0.44823  -0.07
H 2.69666 1.48237 6.47640  0.07
H 1.02101 1.15579 6.90493  0.09
H 1.88683 2.62962 7.52816  0.09
H 0.10748 1.34863 4.58109  0.13
H 1.73504 1.47672 3.95442  0.08
H -0.22533 3.79419 3.81059  0.13
H -0.15350 2.60707 2.54697  0.11
H 1.22570 3.89652 1.71761  0.06
H 2.57187 4.69237 4.18270  0.13
H 1.29156 5.69476 3.38158  0.12
H 3.72959 4.92177 1.95053  0.10
H 3.58625 6.41420 2.74649  0.12
H 4.00988 6.67300 0.28306  0.09
H 3.18376 7.97627 1.08280  0.11
H 2.44267 7.19935 -0.44139  0.06
C 3.01781 -3.62719 -1.99436  -0.02
O 3.20525 -2.30222 -2.52150  -0.25
C 3.26544 -2.06917 -3.89990  -0.15
C 3.78900 -0.61508 -3.97292  -0.12
N 2.91194 0.25693 -3.18706  -0.07
C 3.56660 1.50845 -2.76883  -0.14
C 2.89852 2.03080 -1.54614  -0.20
O 2.98740 1.00102 -0.63063  -0.26
C 2.73458 1.38205 0.71788  0.00
H 2.71730 -3.44915 -0.97178  0.07
H 3.84745 -4.32370 -2.22551  0.12
H 2.10309 -4.03464 -2.45598  0.10
H 2.29688 -2.15806 -4.29654  0.10
H 3.90058 -2.73552 -4.45200  0.14
H 3.83641 -0.24816 -5.00981  0.13
H 4.78027 -0.45699 -3.58324  0.12
H 2.05735 0.48198 -3.69957  0.08
H 3.49753 2.23953 -3.58178  0.13
H 4.61801 1.24614 -2.55317  0.14
H 1.78238 2.26934 -1.71692  0.14
H 3.27645 2.98982 -1.18610  0.14
H 3.38863 2.16521 1.01056  0.09
H 2.90902 0.50172 1.33039  0.09
H 1.71688 1.72868 0.72192  0.09
C -0.43145 8.42960 -2.01844  -0.11
O -0.14191 7.07736 -1.70857  -0.21
C -0.63551 6.71703 -0.39730  -0.19
C -0.43417 5.18499 -0.22782  -0.20
N -1.32920 4.57205 -1.17777  -0.05
C -1.06021 3.19058 -1.35765  -0.23
C -1.96732 2.72728 -2.45080  -0.18
O -1.59772 3.32843 -3.71689  -0.24
C -2.54266 4.14020 -4.38066  -0.08
H 0.06528 9.19710 -1.36289  0.10
H -1.48554 8.58126 -1.87786  0.07
H -0.16851 8.66918 -3.03480  0.08
H -1.68148 7.01790 -0.34354  0.12
H -0.08447 7.23851 0.41168  0.12
H -0.67388 4.91305 0.82927  0.13
H 0.57444 4.98650 -0.47830  0.09
H -1.05745 4.99429 -2.05591  0.10
H -1.24572 2.60077 -0.46316  0.12
H -0.04226 3.02214 -1.63215  0.08
H -2.97491 2.89484 -2.18563  0.12
H -1.80143 1.66542 -2.60372  0.10
H -3.41818 3.54248 -4.57490  0.09
H -2.06519 4.48799 -5.31626  0.10
H -2.73346 4.99454 -3.75158  0.08
C 5.07417 0.79350 3.99062  -0.16
O 4.91190 -0.24871 3.12522  -0.19
C 3.74907 -1.04421 3.43332  -0.22
C 3.58884 -2.25842 2.52770  -0.20
N 2.33060 -2.92164 2.83507  -0.03
C 2.30550 -4.27754 2.36494  -0.23
C 2.64936 -5.34256 3.37337  -0.27
O 2.29227 -6.58769 2.81844  -0.19
C 2.69690 -7.63901 3.74874  -0.06
H 6.14026 1.06594 3.78894  0.10
H 5.03855 0.59746 5.05237  0.08
H 4.47722 1.69784 3.71796  0.09
H 2.79190 -0.46279 3.44344  0.11
H 3.84452 -1.37523 4.47716  0.13
H 4.45770 -2.90254 2.71474  0.14
H 3.59047 -1.82718 1.52971  0.10
H 1.57089 -2.42844 2.39597  0.09
H 3.04553 -4.50045 1.54724  0.13
H 1.34297 -4.47994 2.00129  0.09
H 2.13508 -5.26331 4.33925  0.12
H 3.72511 -5.33716 3.70416  0.13
H 2.04052 -8.41889 3.46192  0.08
H 2.53257 -7.33152 4.74518  0.07
H 3.70356 -7.94539 3.51369  0.09
C -7.14603 -3.61696 -2.69804  -0.05
C -7.49476 -2.10829 -2.65171  -0.13
O -6.71342 -1.44120 -1.58750  0.04
C -5.56041 -0.94762 -1.91115  -0.40
O -4.99530 -0.86826 -2.98782  0.13
C -4.77428 -0.51018 -0.61000  -0.55
F -3.70260 0.15093 -0.93299  0.18
F -5.50859 0.16665 0.28275  0.17
F -4.37426 -1.66275 -0.03061  0.14
H -6.13608 -3.89237 -3.02216  0.08
H -7.78483 -4.13269 -3.40613  0.07
H -7.40686 -4.10444 -1.72643  0.09
H -8.53343 -1.93556 -2.38901  0.12
H -7.28862 -1.56011 -3.54517  0.11

Results
Net charge = +1
Orbital gap (alpha / beta) = 0.299 / 0.218 Eh
2S+1 = 2
HOMO energy (alpha / beta) = -9.6 / -9.6 eV
Lowest unoccupied orbital energy (alpha / beta) = -1.49 / -3.67 eV

***

# 2
Formula: C6H12O
Source: the OMol25 dataset
Level of theory: ωB97M-V/def2-TZVPD

Each line ends with the Löwdin charge.
Element x y z (Å)
C 1.95295 -0.59516 -0.32306  -0.04
C 0.82080 0.40469 -0.48508  -0.35
O 0.91907 1.33361 0.59155  -0.11
C -0.37728 1.82760 0.85445  -0.21
C -1.27899 0.60703 0.72128  -0.14
C -0.64641 -0.14194 -0.46483  -0.31
C -0.81090 -1.65649 -0.37016  -0.08
H 1.84322 -1.18018 0.59550  0.08
H 2.00751 -1.28048 -1.17567  0.08
H 2.89857 -0.04754 -0.26355  0.08
H 0.97050 0.94926 -1.43241  0.14
H -0.36989 2.26798 1.85431  0.12
H -0.65744 2.61036 0.12823  0.12
H -1.20857 0.00144 1.63347  0.12
H -2.33272 0.85488 0.55474  0.12
H -1.13931 0.19191 -1.38725  0.14
H -1.87487 -1.92075 -0.36539  0.08
H -0.34645 -2.17319 -1.21742  0.08
H -0.36980 -2.05301 0.55129  0.08

Results
Orbital gap = 0.395 Eh
SMILES = C[C@@H]1OCC[C@@H]1C
HOMO energy = -9.6 eV
Lowest unoccupied orbital energy = 1.13 eV
Energy relative to the best compared isomer or geometry (same formula, charge and spin) = 0.387 eV

***

# 3
Formula: C6H8Na2O6
Source: the OMol25 dataset
Level of theory: ωB97M-V/def2-TZVPD

Each line ends with the Löwdin charge.
Element x y z (Å)
Na 0.03334 -2.27909 -0.84377  0.67
O 0.43098 -0.34760 -0.14102  -0.40
O -1.23954 -0.30898 2.53463  -0.04
C -2.04886 -1.45224 2.85925  -0.12
C -2.45665 -1.96970 1.48745  -0.12
O -1.58405 -1.23547 0.60042  -0.12
C -0.87744 -0.24150 1.23774  -0.11
H -1.46316 -2.16583 3.45149  0.13
H -2.89442 -1.10898 3.46458  0.13
H -3.48268 -1.73254 1.18471  0.13
H -2.32230 -3.05408 1.39502  0.12
Na 0.89389 1.51686 0.91758  0.63
O 2.53637 0.39290 0.40953  -0.06
O 3.06259 0.17063 -1.60314  -0.15
C 2.31370 1.08404 -2.40624  -0.21
C 0.83635 0.62637 -2.30692  -0.04
O 1.64886 -1.08010 -1.60779  -0.19
C 2.21553 -0.34152 -0.58238  -0.59
H 2.46843 2.09676 -2.01127  0.10
H 2.67140 0.92879 -3.43291  0.11
H 0.50390 0.02059 -3.17219  0.07
H 0.20490 1.52072 -2.46591  0.05

Results
Orbital gap (alpha / beta) = 0.210 / 0.204 Eh
HOMO energy (alpha / beta) = -6.2 / -6.0 eV
Lowest unoccupied orbital energy (alpha / beta) = -0.51 / -0.45 eV
Energy relative to the best compared isomer or geometry (same formula, charge and spin) = 11.424 eV

***

Number 1: E_tot -5131.0151 Ha. Number 2: E_tot -311.0451 Ha. Number 3: E_tot -1009.0555 Ha.